--- i ---
A molecular structure, C34H58N5O4P3SV, computed with the ωB97M-V functional and the def2-TZVPD basis.

Its charge is +2. The frontier orbital gap (alpha / beta) is 5.98 / 6.03 eV. As for the spin multiplicity: 2. The calculation puts the HOMO energy (alpha / beta) at -13.090 / -13.091 eV.

Last column: Löwdin spin population.
Cartesian coordinates (Å):
1 V 0.514 -1.731 0.363  1.021
2 O 4.134 -0.427 0.198  0.003
3 C 3.124 -0.922 0.578  0.001
4 O 1.992 -1.066 -0.116  -0.025
5 C 2.862 -1.495 1.953  0.014
6 C 3.670 -1.641 3.063  -0.004
7 C 3.113 -2.215 4.206  0.020
8 C 1.777 -2.614 4.225  -0.004
9 C 1.033 -2.408 3.078  0.014
10 N 1.584 -1.874 1.995  -0.008
11 C -0.433 -2.644 2.794  0.002
12 O -1.222 -3.132 3.540  0.010
13 O -0.670 -2.221 1.555  -0.006
14 H 4.701 -1.316 3.033  -0.001
15 H 3.723 -2.351 5.089  0.001
16 H 1.322 -3.056 5.101  0.000
17 C -2.267 0.670 -5.580  0.000
18 C -1.045 -0.115 -5.296  0.000
19 N -0.194 -0.548 -6.163  0.000
20 N 0.762 -1.182 -5.445  0.000
21 C 0.528 -1.173 -4.123  0.000
22 S 1.446 -1.845 -2.885  -0.004
23 N -0.634 -0.472 -4.025  0.000
24 N -1.311 -0.252 -2.841  0.000
25 H -2.349 0.808 -6.655  0.000
26 H -2.216 1.653 -5.105  0.000
27 H -3.159 0.155 -5.220  0.000
28 H 1.553 -1.591 -5.913  0.000
29 H -2.012 0.458 -3.002  0.000
30 H -0.652 0.066 -2.138  0.000
31 C 1.335 -4.804 -1.718  -0.003
32 P 1.270 -3.983 -0.097  -0.013
33 C 2.863 -4.472 0.640  -0.001
34 C -0.011 -4.997 0.721  -0.001
35 C -1.410 -4.612 0.201  -0.002
36 P -1.539 -2.969 -0.702  -0.009
37 C -2.027 -3.486 -2.401  -0.002
38 C -3.161 -2.435 -0.051  0.001
39 H 1.545 -5.857 -1.520  -0.001
40 H 2.122 -4.398 -2.348  0.000
41 H 0.385 -4.715 -2.238  0.000
42 H 3.042 -5.522 0.410  -0.001
43 H 2.870 -4.334 1.721  0.000
44 H 3.669 -3.881 0.200  0.000
45 H 0.067 -4.873 1.802  0.000
46 H 0.215 -6.041 0.501  0.000
47 H -2.104 -4.556 1.040  0.000
48 H -1.780 -5.383 -0.472  0.000
49 H -2.365 -4.521 -2.389  0.000
50 H -1.205 -3.384 -3.109  0.000
51 H -2.848 -2.853 -2.734  0.000
52 H -3.882 -3.225 -0.263  0.000
53 H -3.485 -1.515 -0.537  0.000
54 H -3.105 -2.283 1.025  0.000
55 C -3.573 4.122 -0.242  0.000
56 C -2.736 3.732 -1.476  0.000
57 C -1.992 2.409 -1.241  0.000
58 C -1.472 2.384 0.199  -0.002
59 C -2.670 2.220 1.152  0.000
60 C -3.935 2.885 0.576  0.000
61 P -0.066 1.186 0.490  0.000
62 C 1.409 2.022 -0.324  -0.001
63 C 1.513 3.568 -0.227  0.000
64 C 1.326 4.270 -1.570  0.000
65 C 2.406 3.844 -2.573  0.000
66 C 2.779 2.363 -2.389  0.000
67 C 1.614 1.583 -1.783  0.000
68 C 0.363 1.374 2.306  0.004
69 C -0.658 0.746 3.263  0.000
70 C -0.053 0.580 4.673  0.000
71 C 0.991 1.666 4.971  0.000
72 C 0.569 2.959 4.287  0.000
73 C 0.654 2.819 2.756  0.001
74 H -4.477 4.641 -0.556  0.000
75 H -3.014 4.817 0.391  0.000
76 H -2.015 4.522 -1.697  0.000
77 H -3.380 3.630 -2.352  0.000
78 H -1.184 2.311 -1.969  0.000
79 H -2.692 1.578 -1.373  0.000
80 H -1.012 3.358 0.380  0.000
81 H -2.435 2.695 2.105  0.000
82 H -2.870 1.161 1.347  0.000
83 H -4.597 3.162 1.396  0.000
84 H -4.490 2.184 -0.053  0.000
85 H 2.246 1.604 0.247  0.000
86 H 2.517 3.808 0.133  0.000
87 H 0.817 3.989 0.493  0.000
88 H 1.374 5.348 -1.411  0.000
89 H 0.329 4.067 -1.972  0.000
90 H 3.296 4.459 -2.433  0.000
91 H 2.052 4.025 -3.589  0.000
92 H 3.644 2.259 -1.728  0.000
93 H 3.064 1.925 -3.346  0.000
94 H 1.832 0.520 -1.822  0.000
95 H 0.719 1.767 -2.386  0.000
96 H 1.296 0.798 2.383  0.000
97 H -1.022 -0.212 2.892  0.000
98 H -1.527 1.397 3.334  0.000
99 H 0.397 -0.406 4.789  0.000
100 H -0.860 0.649 5.404  0.000
101 H 1.983 1.369 4.613  0.000
102 H 1.076 1.813 6.048  0.000
103 H 1.188 3.798 4.606  0.000
104 H -0.453 3.195 4.593  0.000
105 H 1.654 3.102 2.425  0.000
106 H -0.063 3.513 2.315  0.000

***

--- ii ---
A molecular structure, C34H58N5O4P3SV, computed with the ωB97M-V functional and the def2-TZVPD basis.

Its charge is +2. The frontier orbital gap (alpha / beta) is 6.23 / 6.66 eV. As for the spin multiplicity: 2. The calculation puts the HOMO energy (alpha / beta) at -13.364 / -13.363 eV.

Last column: Löwdin spin population.
Cartesian coordinates (Å):
1 V -0.211 -0.759 1.303  1.096
2 O 3.675 -0.903 0.439  0.001
3 C 2.639 -0.579 0.940  0.000
4 O 1.430 -0.920 0.476  -0.027
5 C 2.474 0.222 2.191  0.007
6 C 3.428 0.882 2.942  -0.003
7 C 2.998 1.555 4.086  0.011
8 C 1.653 1.543 4.442  -0.003
9 C 0.779 0.851 3.621  0.007
10 N 1.199 0.222 2.544  -0.009
11 C -0.701 0.717 3.754  0.001
12 O -1.373 1.099 4.659  0.007
13 O -1.200 0.075 2.671  -0.014
14 H 4.464 0.869 2.634  0.000
15 H 3.714 2.089 4.697  0.001
16 H 1.278 2.056 5.318  0.000
17 C 4.557 -5.786 -1.150  0.000
18 C 3.124 -5.451 -1.313  0.000
19 N 2.313 -5.988 -2.160  0.000
20 N 1.128 -5.353 -1.949  0.000
21 C 1.173 -4.425 -0.990  0.000
22 S -0.124 -3.420 -0.579  0.001
23 N 2.459 -4.499 -0.555  0.000
24 N 2.997 -3.675 0.426  0.000
25 H 4.792 -6.615 -1.812  0.000
26 H 4.784 -6.082 -0.125  0.000
27 H 5.188 -4.937 -1.414  0.000
28 H 0.321 -5.579 -2.506  0.000
29 H 3.551 -4.245 1.055  0.000
30 H 3.586 -2.967 -0.002  0.000
31 C -0.858 -2.280 4.547  -0.001
32 P -0.451 -2.776 2.849  -0.014
33 C 0.878 -3.981 3.067  -0.003
34 C -1.915 -3.737 2.334  -0.003
35 C -3.064 -2.781 2.032  -0.002
36 P -2.614 -1.496 0.795  -0.024
37 C -3.034 -2.214 -0.819  -0.005
38 C -3.862 -0.238 1.163  -0.003
39 H -1.157 -3.165 5.111  -0.001
40 H -1.667 -1.553 4.573  0.000
41 H 0.012 -1.848 5.043  0.000
42 H 0.538 -4.753 3.759  -0.001
43 H 1.773 -3.510 3.472  0.000
44 H 1.110 -4.426 2.101  0.000
45 H -2.172 -4.433 3.137  -0.001
46 H -1.641 -4.319 1.454  0.000
47 H -3.381 -2.246 2.931  0.000
48 H -3.941 -3.314 1.659  -0.001
49 H -4.051 -1.928 -1.088  -0.001
50 H -2.974 -3.300 -0.756  0.000
51 H -2.342 -1.888 -1.589  0.000
52 H -4.827 -0.741 1.254  -0.001
53 H -3.939 0.516 0.386  0.000
54 H -3.616 0.240 2.110  0.000
55 C -3.325 2.450 -4.022  0.000
56 C -2.495 1.176 -4.263  0.000
57 C -1.979 0.579 -2.949  0.000
58 C -1.539 1.716 -2.022  -0.005
59 C -2.786 2.499 -1.560  0.000
60 C -3.906 2.456 -2.611  0.000
61 P -0.349 1.268 -0.676  -0.011
62 C -0.181 2.777 0.403  0.003
63 C 0.167 4.126 -0.274  0.001
64 C -0.142 5.323 0.641  0.000
65 C 0.080 4.953 2.100  0.000
66 C -0.946 3.893 2.526  0.000
67 C -1.376 3.011 1.343  0.000
68 C 1.284 1.130 -1.579  -0.002
69 C 1.486 -0.173 -2.374  0.000
70 C 2.844 -0.124 -3.071  0.000
71 C 2.844 0.923 -4.199  0.000
72 C 1.757 1.973 -3.965  0.000
73 C 1.653 2.346 -2.490  -0.001
74 H -4.121 2.526 -4.761  0.000
75 H -2.705 3.340 -4.156  0.000
76 H -1.646 1.402 -4.911  0.000
77 H -3.089 0.425 -4.786  0.000
78 H -1.189 -0.143 -3.151  0.000
79 H -2.783 0.030 -2.456  0.000
80 H -0.937 2.409 -2.620  -0.001
81 H -2.508 3.537 -1.372  0.000
82 H -3.156 2.110 -0.612  0.000
83 H -4.567 3.310 -2.463  0.000
84 H -4.526 1.566 -2.471  0.000
85 H 0.677 2.497 1.034  0.000
86 H -0.385 4.239 -1.209  0.000
87 H 1.226 4.140 -0.530  0.000
88 H -1.175 5.653 0.504  0.000
89 H 0.485 6.164 0.346  0.000
90 H 0.009 5.827 2.746  0.000
91 H 1.101 4.572 2.218  0.000
92 H -1.832 4.374 2.942  0.000
93 H -0.535 3.282 3.334  0.000
94 H -2.162 3.519 0.787  0.000
95 H -1.817 2.080 1.702  0.000
96 H 2.006 1.118 -0.754  0.000
97 H 0.714 -0.278 -3.137  0.000
98 H 1.400 -1.048 -1.735  0.000
99 H 3.094 -1.110 -3.464  0.000
100 H 3.614 0.109 -2.328  0.000
101 H 2.684 0.440 -5.164  0.000
102 H 3.819 1.409 -4.257  0.000
103 H 0.788 1.604 -4.315  0.000
104 H 1.961 2.871 -4.550  0.000
105 H 0.949 3.163 -2.386  0.000
106 H 2.615 2.743 -2.155  0.000

***

Energy relative to the most stable one, in eV: i 1.473; ii 0.000

***

--- i ---
A molecular structure, CH2O2S2, computed with the ωB97M-V functional and the def2-TZVPD basis.

The frontier orbital gap is 9.08 eV. The calculation puts the HOMO energy at -9.596 eV.

Last column: Mulliken charge in e.
Cartesian coordinates (Å):
1 C 0.850 0.272 -0.152  -0.610
2 O -0.058 -1.993 0.659  -0.348
3 O -1.115 2.174 -0.353  -0.477
4 S -0.426 -0.872 -0.486  0.241
5 S -0.728 1.047 0.491  0.505
6 H 0.534 -1.415 0.966  0.399
7 H 0.943 0.786 -1.126  0.290

***

--- ii ---
2 unconnected molecules or ions with the total composition CH2O2S2, computed with the ωB97M-V functional and the def2-TZVPD basis.

The frontier orbital gap is 7.75 eV. The calculation puts the HOMO energy at -8.895 eV.

Last column: Mulliken charge in e.
Cartesian coordinates (Å):
1 C 1.097 0.034 -1.434  -0.180
2 O -1.011 -0.482 2.628  -0.330
3 O -1.912 0.887 1.005  -0.365
4 S -1.978 -0.365 1.639  0.692
5 S 2.584 0.272 -0.861  -0.169
6 H 0.335 0.226 -0.695  0.078
7 H 0.885 -0.572 -2.281  0.274

***

Energy relative to the most stable one, in eV: i 2.351; ii 0.000

***

--- i ---
2 unconnected molecules or ions with the total composition C4H5BrO2, computed with the ωB97M-V functional and the def2-TZVPD basis.

The frontier orbital gap is 8.01 eV. The calculation puts the HOMO energy at -8.799 eV.

Last column: Mulliken charge in e.
Cartesian coordinates (Å):
1 C -3.523 -1.783 -0.245  0.827
2 C -1.728 -0.242 -0.418  -0.401
3 C 0.450 0.881 0.513  -1.244
4 C -0.358 -0.354 0.104  -0.047
5 O -3.512 -2.265 -1.300  -0.392
6 O -3.595 -1.569 0.885  -0.382
7 Br -2.707 1.288 -0.052  -0.029
8 H 0.248 1.605 -0.305  0.322
9 H 1.429 0.631 0.498  0.423
10 H 0.237 1.355 1.469  0.330
11 H -0.451 -0.882 1.013  0.269
12 H 0.172 -0.968 -0.638  0.325

***

--- ii ---
A single C4H5BrO2 molecule, computed with the ωB97M-V functional and the def2-TZVPD basis.

The frontier orbital gap is 10.84 eV. As for the structure (SMILES): C[C@]1(Br)CC(=O)O1. The calculation puts the HOMO energy at -10.262 eV.

Last column: Mulliken charge in e.
Cartesian coordinates (Å):
1 C -0.257 0.511 -1.509  -1.254
2 C -0.313 -0.345 -0.299  0.855
3 Br -1.866 -1.458 -0.314  -0.131
4 C -0.116 0.320 1.136  -0.680
5 C 1.099 -0.638 1.251  0.538
6 O 1.891 -0.774 2.104  -0.524
7 O 0.987 -1.258 0.084  -0.386
8 H -0.963 0.140 -2.185  0.398
9 H 0.726 0.345 -1.919  0.349
10 H -0.502 1.633 -1.503  0.267
11 H -0.765 0.162 1.956  0.293
12 H 0.079 1.363 1.197  0.275

***

Energy relative to the most stable one, in eV: i 1.821; ii 0.000

***

--- i ---
2 unconnected molecules or ions with the total composition C4H10O, computed with the ωB97M-V functional and the def2-TZVPD basis.

Its charge is +1. The frontier orbital gap (alpha / beta) is 10.80 / 7.30 eV. As for the spin multiplicity: 2. The calculation puts the HOMO energy (alpha / beta) at -15.433 / -15.430 eV.

Last column: Löwdin spin population.
Cartesian coordinates (Å):
1 C -0.303 0.494 1.120  0.383
2 C -0.653 -0.181 -0.054  0.357
3 C -2.010 -0.246 -0.649  0.072
4 C 0.945 0.100 1.848  0.072
5 H -1.035 1.128 1.611  0.012
6 H 0.115 -0.719 -0.604  0.011
7 H -2.063 -1.017 -1.397  0.000
8 H -2.188 0.716 -1.150  0.034
9 H -2.751 -0.343 0.145  0.012
10 H 1.581 0.976 2.000  0.029
11 H 0.619 -0.281 2.813  0.018
12 H 1.500 -0.591 1.220  -0.001
13 H 2.770 -0.169 -1.965  0.000
14 H 1.603 -0.010 -2.934  0.000
15 O 1.871 0.143 -2.005  0.002

***

--- ii ---
2 unconnected molecules or ions with the total composition C4H10O, computed with the ωB97M-V functional and the def2-TZVPD basis.

Its charge is +1. The frontier orbital gap (alpha / beta) is 8.90 / 5.30 eV. As for the spin multiplicity: 2. The calculation puts the HOMO energy (alpha / beta) at -14.561 / -14.561 eV.

Last column: Löwdin spin population.
Cartesian coordinates (Å):
1 C 1.476 -1.478 -1.442  0.000
2 C 1.651 0.030 -1.512  0.000
3 H 0.898 -1.805 -2.286  0.000
4 H 2.436 -1.978 -1.577  0.000
5 H 1.124 -1.765 -0.458  0.000
6 H 2.128 0.330 -0.568  0.000
7 H 0.748 0.623 -1.573  0.000
8 H 2.466 0.183 -2.216  0.000
9 C -2.008 0.993 2.579  0.497
10 C -2.066 0.439 1.288  0.247
11 O -1.107 0.649 0.429  0.203
12 H -2.762 0.726 3.304  0.021
13 H -1.238 1.721 2.803  0.018
14 H -2.809 -0.271 0.938  0.006
15 H -0.937 1.604 0.289  0.007

***

Energy relative to the most stable one, in eV: i 0.000; ii 1.468